[1]
Molecular formula: C43H57AsF3GeIrN5O3PS
Method: DFT, ωB97M-V/def2-TZVPD

Its HOMO energy (alpha / beta) is -7.39 / -7.39 eV.

The geometry in ORCA input format:
```
! RIJCOSX wB97M-V def2-TZVPD def2/J DEFGRID3
* xyz 0 1
Ir 0.107 0.420 0.224
C 2.075 3.530 -1.382
As 0.380 2.750 -0.805
C -0.720 3.030 -2.391
C -0.363 4.357 0.040
H 1.905 4.531 -1.779
H 2.493 2.894 -2.160
H 2.767 3.588 -0.543
H -0.444 4.003 -2.796
H -1.759 3.061 -2.061
H -0.623 2.273 -3.161
H -0.347 5.134 -0.724
H 0.200 4.700 0.899
H -1.396 4.175 0.329
C -1.264 -0.802 0.604
Ge -2.363 -1.869 -0.619
C -1.518 -3.630 -0.847
C -2.102 -4.782 -0.315
C -1.491 -6.023 -0.459
C -0.295 -6.136 -1.154
C 0.298 -4.999 -1.689
C -0.304 -3.758 -1.521
C -2.876 -1.063 -2.306
C -3.294 0.268 -2.330
C -3.740 0.844 -3.511
C -3.773 0.095 -4.681
C -3.355 -1.227 -4.667
C -2.908 -1.802 -3.484
C -4.070 -2.258 0.289
C -4.255 -2.216 1.669
C -5.483 -2.527 2.243
C -6.551 -2.897 1.437
C -6.384 -2.953 0.059
C -5.156 -2.633 -0.506
H -1.594 -1.092 1.605
H -3.048 -4.716 0.210
H -1.960 -6.905 -0.039
H 0.167 -7.107 -1.286
H 1.224 -5.073 -2.249
H 0.175 -2.873 -1.908
H -3.265 0.862 -1.421
H -4.057 1.880 -3.521
H -4.112 0.547 -5.605
H -3.366 -1.810 -5.581
H -2.569 -2.834 -3.487
H -3.431 -1.950 2.317
H -5.605 -2.484 3.319
H -7.509 -3.140 1.879
H -7.212 -3.241 -0.576
H -5.048 -2.665 -1.586
C -0.693 3.388 3.098
C 0.568 2.518 3.180
C 1.816 3.225 2.644
P 0.276 0.832 2.471
C 1.726 -0.148 3.094
C 3.074 0.392 2.581
C 1.850 -0.424 4.593
C -1.172 0.259 3.500
C -1.158 0.605 4.997
C -2.526 0.722 2.925
H -0.428 4.441 3.205
H -1.394 3.150 3.896
H -1.218 3.266 2.156
H 0.756 2.317 4.240
H 1.855 3.244 1.557
H 2.733 2.754 2.994
H 1.822 4.258 2.999
H 1.542 -1.110 2.615
H 3.570 0.964 3.371
H 2.987 1.023 1.706
H 3.738 -0.439 2.330
H 1.841 0.493 5.189
H 2.813 -0.914 4.764
H 1.080 -1.098 4.967
H -1.117 -0.831 3.416
H -1.066 1.678 5.173
H -0.381 0.104 5.564
H -2.119 0.299 5.420
H -2.811 1.687 3.345
H -3.303 0.016 3.216
H -2.527 0.810 1.842
F 2.220 -2.125 -2.967
C 1.417 -1.539 -3.875
F 0.503 -2.436 -4.252
F 2.153 -1.223 -4.939
S 0.633 -0.012 -3.206
O 1.759 0.869 -3.002
O -0.298 0.336 -4.241
O 0.025 -0.459 -1.934
C 1.657 -2.782 0.791
C 2.467 -1.759 0.075
N 2.157 -0.509 -0.206
C 3.226 0.034 -0.892
C 4.206 -0.888 -1.005
N 3.715 -2.027 -0.395
C 4.427 -3.270 -0.239
N 4.670 -3.592 1.149
N 5.355 -2.729 1.933
N 5.378 -3.175 3.130
C 4.690 -4.374 3.165
C 4.422 -5.241 4.229
C 3.673 -6.360 3.953
C 3.195 -6.623 2.651
C 3.454 -5.782 1.593
C 4.221 -4.649 1.884
H 0.634 -2.427 0.868
H 2.054 -2.977 1.791
H 1.647 -3.728 0.248
H 3.189 1.037 -1.281
H 5.176 -0.862 -1.471
H 5.369 -3.181 -0.773
H 3.858 -4.094 -0.665
H 4.792 -5.026 5.223
H 3.440 -7.059 4.745
H 2.603 -7.514 2.482
H 3.074 -5.992 0.601
*
```

[2]
Molecular formula: C33H35BrN5O2PdSe
Method: DFT, ωB97M-V/def2-TZVPD

Its HOMO energy is -9.67 eV.

The geometry in ORCA input format:
```
! RIJCOSX wB97M-V def2-TZVPD def2/J DEFGRID3
* xyz 1 1
Pd -0.219 0.463 -0.280
O -3.856 -1.676 -4.495
C -4.177 -1.235 -3.234
C -5.487 -1.252 -2.775
C -5.770 -0.845 -1.481
C -4.740 -0.422 -0.655
C -3.438 -0.403 -1.142
C -3.131 -0.792 -2.427
C -1.694 -0.797 -2.947
O -0.899 0.190 -2.456
N -1.101 -2.155 -2.614
N -0.555 -2.217 -1.413
C -0.350 -3.322 -0.806
C 0.295 -3.306 0.506
Br 0.426 -1.556 1.302
C 0.757 -4.310 1.241
C 0.833 -5.730 0.833
C 0.566 -6.709 1.790
C 0.630 -8.055 1.467
C 0.986 -8.446 0.182
C 1.284 -7.480 -0.770
C 1.211 -6.133 -0.446
H -4.663 -1.913 -4.963
H -6.282 -1.591 -3.431
H -6.792 -0.863 -1.123
H -4.949 -0.108 0.360
H -2.658 -0.043 -0.494
H -1.735 -0.792 -4.037
H -1.597 -2.975 -2.952
H -0.659 -4.288 -1.207
H 1.083 -4.093 2.252
H 0.293 -6.408 2.795
H 0.406 -8.800 2.219
H 1.044 -9.496 -0.071
H 1.588 -7.777 -1.766
H 1.479 -5.390 -1.187
C 4.321 0.661 -1.823
N 2.892 0.791 -2.220
C 2.154 -0.503 -2.051
C 2.197 1.981 -1.564
C 2.197 1.997 -0.055
C 3.239 2.682 0.582
C 3.266 2.840 1.960
C 2.226 2.309 2.716
C 1.188 1.632 2.087
C 1.149 1.469 0.708
H 4.781 -0.116 -2.428
H 4.359 0.389 -0.772
H 4.827 1.611 -1.980
H 2.860 0.998 -3.218
H 2.170 -0.763 -0.996
H 2.677 -1.264 -2.629
H 1.129 -0.373 -2.407
H 1.188 1.978 -1.972
H 2.736 2.850 -1.942
H 4.031 3.120 -0.018
H 4.078 3.375 2.435
H 2.220 2.422 3.793
H 0.387 1.225 2.695
C 0.496 5.350 -0.028
N -0.332 4.612 0.916
C -1.042 3.510 0.651
Se -1.208 2.557 -0.994
N -1.638 3.134 1.794
C -1.264 3.974 2.842
C -1.564 3.977 4.196
C -0.983 4.976 4.955
C -0.137 5.938 4.381
C 0.154 5.929 3.029
C -0.429 4.922 2.277
H 0.410 4.873 -1.000
H 1.532 5.324 0.306
H 0.150 6.380 -0.093
H -2.237 2.326 1.837
H -2.219 3.237 4.638
H -1.188 5.020 6.016
H 0.294 6.704 5.011
H 0.806 6.670 2.585
*
```

[3]
Molecular formula: C30H30AsN4O6Tl
Method: DFT, ωB97M-V/def2-TZVPD

Its HOMO energy is -0.65 eV.

The geometry in ORCA input format:
```
! RIJCOSX wB97M-V def2-TZVPD def2/J DEFGRID3
* xyz -2 1
Tl 0.142 -0.130 -0.193
C 0.814 3.021 -2.304
C 0.682 2.849 -0.950
C -0.498 2.047 -0.716
C -1.088 1.788 -2.016
C -0.277 2.354 -2.968
H 1.613 3.557 -2.801
H 1.314 3.233 -0.166
H -1.072 2.126 0.206
H -1.984 1.210 -2.185
H -0.416 2.294 -4.039
O 1.502 -0.676 1.954
C 1.387 -1.786 2.563
C 2.536 -2.467 3.078
C 2.446 -3.630 3.801
C 1.200 -4.224 4.052
C 0.074 -3.609 3.541
C 0.127 -2.419 2.809
C -1.114 -1.803 2.337
N -1.270 -0.681 1.648
C -2.631 -0.474 1.507
C -3.309 -1.463 2.120
N -2.342 -2.297 2.651
H 3.501 -2.023 2.858
H 3.350 -4.099 4.176
H 1.119 -5.142 4.620
H -0.884 -4.088 3.721
H -3.014 0.353 0.938
H -4.359 -1.682 2.191
H -2.512 -3.189 3.073
C 3.991 3.238 1.966
As 2.768 1.716 2.009
C 3.464 0.816 0.461
C 3.342 0.959 3.678
O 1.231 2.334 2.062
H 5.021 2.917 2.135
H 3.694 3.953 2.734
H 3.920 3.720 0.990
H 4.552 0.820 0.550
H 3.167 1.393 -0.416
H 3.086 -0.200 0.374
H 4.370 0.601 3.611
H 2.677 0.147 3.956
H 3.275 1.766 4.407
O -3.956 -1.996 -1.056
C -2.786 -1.983 -1.473
O -1.879 -1.137 -1.259
C -2.404 -3.108 -2.430
C -3.336 -3.536 -3.367
C -3.032 -4.549 -4.270
C -1.807 -5.188 -4.199
C -0.913 -4.777 -3.227
C -1.155 -3.725 -2.364
N 0.355 -5.547 -3.103
O 0.667 -6.275 -4.035
O 0.966 -5.459 -2.067
H -4.307 -3.056 -3.370
H -3.756 -4.854 -5.017
H -1.542 -6.002 -4.858
H -0.396 -3.375 -1.661
N 1.322 -1.671 -0.953
C 2.179 -1.358 -1.942
C 2.308 -0.139 -2.676
C 3.297 0.061 -3.624
C 4.221 -0.931 -3.951
C 4.087 -2.158 -3.293
C 3.114 -2.378 -2.339
H 1.594 0.651 -2.479
H 3.342 1.026 -4.125
H 4.997 -0.764 -4.689
H 4.771 -2.971 -3.530
H 3.033 -3.340 -1.850
*
```

[4]
Molecular formula: C4H8S
Method: DFT, ωB97M-V/def2-TZVPD

Its HOMO energy is -8.28 eV. As for the structure (SMILES): C=CCSC.

The geometry in ORCA input format:
```
! RIJCOSX wB97M-V def2-TZVPD def2/J DEFGRID3
* xyz 0 1
C 0.975 1.744 0.236
C -0.559 -0.293 0.795
C -0.508 -1.623 0.052
C 0.590 -2.250 -0.234
H 1.003 1.974 1.307
H 0.976 2.782 -0.126
H 1.907 1.673 -0.272
H 0.460 -0.228 1.148
H -1.296 -0.039 1.540
H -1.376 -1.908 -0.502
H 0.436 -3.120 -0.945
H 1.614 -1.835 -0.112
S -0.420 0.953 -0.446
*
```

[5]
Molecular formula: C5H11NO3
Method: DFT, ωB97M-V/def2-TZVPD

Its HOMO energy is -10.07 eV. As for the structure (SMILES): C[C@@H](NO)[C@@H](C)C(=O)O.

The geometry in ORCA input format:
```
! RIJCOSX wB97M-V def2-TZVPD def2/J DEFGRID3
* xyz 0 1
C 0.434 -0.409 -0.509
C 0.125 0.639 0.589
C -0.580 -1.566 -0.567
C -1.282 1.247 0.487
N 0.482 0.217 -1.845
C 0.404 0.225 2.032
O 1.775 0.882 -1.920
O 0.659 -1.073 2.283
O 0.394 1.035 2.950
H 1.535 1.782 -2.220
H 0.674 -1.692 1.537
H 0.571 -0.503 -2.568
H 1.418 -0.851 -0.301
H 0.841 1.463 0.444
H -1.241 -1.507 -1.439
H -0.045 -2.520 -0.639
H -1.218 -1.615 0.322
H -2.014 0.551 0.068
H -1.668 1.568 1.461
H -1.265 2.127 -0.164
*
```

[6]
Molecular formula: CHFIPS
Method: DFT, ωB97M-V/def2-TZVPD

Its HOMO energy is -9.29 eV. As for the structure (SMILES): FP(I)C=S.

The geometry in ORCA input format:
```
! RIJCOSX wB97M-V def2-TZVPD def2/J DEFGRID3
* xyz 0 1
C 0.498 0.644 0.026
F 0.441 -1.599 -0.220
P -0.551 -0.475 -0.898
S 1.783 1.486 -0.552
I -2.387 -0.669 0.610
H 0.216 0.612 1.034
*
```

| no. | maximum force (eV/A) |
| --- | --- |
| 1 | 0.7 |
| 2 | 0.8 |
| 3 | 0.8 |
| 4 | 3.7 |
| 5 | 2.3 |
| 6 | 3.1 |